Computed, not measured: C8H18I2NOP2SSc as an isolated structure at a distorted geometry, with wB97M-V/def2-TZVPD.

Computed properties:
Kohn-Sham gap = 6.8090 eV
Net charge = +2

Positions of all 34 atoms, in Å:
H -3.3968 2.4884 0.3111
H 4.4474 -0.1276 -1.1427
C -3.4654 1.5277 0.8786
I -0.0008 -1.1026 -5.0379
C 2.7748 -1.3154 0.8702
H -2.1741 -1.3804 1.7557
C 3.4696 1.5057 0.8928
H 3.8297 -1.3624 1.1198
C 3.4007 -0.0429 -1.4434
C -3.3942 -0.0253 -1.4561
H -3.0867 -0.9942 -1.8739
Sc 0.0042 1.2802 -0.0966
N 0.0003 1.1608 1.9866
I -0.0052 1.3349 -3.8318
H 3.0910 -1.0096 -1.8636
H -3.0298 1.6472 1.8935
H -2.5177 -2.1067 0.1875
H 3.4077 2.4687 0.3277
C -0.0009 -0.7487 -0.9800
P -2.4189 0.2481 0.0624
H 3.2765 0.7630 -2.1702
C 0.0081 0.2376 2.8006
O -0.0017 -1.9154 -1.2112
H -3.2616 0.7801 -2.1823
H -4.5158 1.1552 0.9288
H 3.0316 1.6245 1.9069
H 4.5185 1.1282 0.9461
S -0.0014 -1.1938 3.5835
H -4.4425 -0.1049 -1.1583
H 2.1602 -1.3958 1.7599
P 2.4190 0.2323 0.0701
C -2.7862 -1.2983 0.8637
H 2.5037 -2.1216 0.1936
H -3.8433 -1.3372 1.1089

Forces on the atoms, in the same order (eV/Å):
-0.206 -0.719 0.521
-0.073 0.068 -0.054
0.651 0.037 0.399
-0.001 0.592 0.453
-0.817 -0.273 0.598
-0.138 -0.256 0.336
-0.653 0.039 0.405
0.126 -0.020 0.018
-0.590 -0.134 -0.321
0.589 -0.136 -0.304
-0.107 0.356 -0.192
-0.011 0.069 1.671
0.054 -1.230 0.029
0.004 -0.459 0.105
0.105 0.342 -0.199
-0.582 0.238 -0.469
-0.081 -0.134 0.016
0.200 -0.730 0.523
-0.003 -7.455 -1.402
-1.963 0.850 -0.859
0.126 -0.182 -0.028
-0.097 -1.248 -1.120
0.002 6.734 1.155
-0.137 -0.192 -0.024
0.795 0.375 -0.034
0.586 0.238 -0.474
-0.805 0.380 -0.041
0.041 2.582 -0.732
0.083 0.070 -0.068
0.119 -0.256 0.351
1.994 0.889 -0.853
0.814 -0.255 0.582
0.073 -0.155 -0.005
-0.097 -0.026 0.018

Atom charges from the Löwdin analysis, given in e for atoms 1 to 8: atom 1 (H): 0.069, atom 2 (H): 0.071, atom 3 (C): -0.226, atom 4 (I): 0.242, atom 5 (C): -0.224, atom 6 (H): 0.007, atom 7 (C): -0.225, atom 8 (H): 0.083